Here is a structure of composition C2H2Br3I from the Open Molecules 2025 dataset. Energies are from ωB97M-V/def2-TZVPD.

Properties
2S+1: 1
Net charge: 0
Strongest force on any atom, eV Å⁻¹: 0.8
Energy above the lowest of the compared OMol25 structures with the same formula, charge and spin, kcal/mol: 68.6

XYZ file:
```
8
Properties=species:S:1:pos:R:3:lowdin_charge:R:1
C -0.162 -1.072 -0.938 -1.18
C -0.090 1.036 0.994 -1.23
Br -0.464 -2.546 0.184 0.60
Br 1.545 -0.867 -1.636 0.56
Br -1.385 2.190 0.296 0.57
I 1.905 1.546 0.792 0.76
H -0.978 -0.833 -1.601 -0.02
H -0.371 0.546 1.909 -0.05
```